[1]
{
  "formula": "C3H7PS2",
  "method": "ωB97M-V/def2-TZVPD",
  "elements": ["C", "C", "C", "P", "S", "S", "H", "H", "H", "H", "H", "H", "H"],
  "coordinates": [[-1.54188, 2.19690, -2.05889], [1.70049, 0.05443, 0.87362], [-0.96114, -0.98350, 0.18837], [0.24612, -0.83078, 1.64031], [-0.62742, 1.70099, -3.21601], [-2.40851, 2.57370, -0.81825], [2.19420, -0.61798, 0.15676], [2.46753, 0.09118, 1.69741], [1.47883, 1.01727, 0.37058], [-0.40778, -0.55457, -0.57465], [-1.88429, -0.52145, 0.60308], [-1.22293, -2.08280, 0.02364], [0.96678, -2.04338, 1.11403]],
  "nbo_charge": [-0.36, -0.93, -0.91, 0.52, 0.18, 0.18, 0.22, 0.24, 0.23, 0.22, 0.23, 0.23, -0.05],
  "relative_energy_kcal_mol": 12.15,
  "e_lumo_ev": -0.2,
  "total_energy_ha": -1256.18076,
  "total_charge": 0,
  "homo_energy_ev": -9.1494,
  "orbital_gap_ha": 0.3281
}


[2]
{
  "formula": "FHN4",
  "method": "ωB97M-V/def2-TZVPD",
  "elements": ["H", "N", "N", "F", "N", "N"],
  "coordinates": [[-0.40102, 0.18634, 0.44092], [0.40165, -0.21793, 0.87277], [0.91372, -1.21961, 0.58570], [0.62858, -1.79049, -0.76958], [2.91092, 0.85852, 0.57968], [3.53422, 0.34591, -0.18818]],
  "nbo_charge": [0.37, -0.30, 0.29, -0.36, -0.01, 0.01],
  "relative_energy_kcal_mol": 4.47,
  "e_lumo_ev": 0.2,
  "total_energy_ha": -319.42451,
  "total_charge": 0,
  "homo_energy_ev": -11.3028,
  "orbital_gap_ha": 0.4221
}


[3]
{
  "formula": "C3H10S",
  "method": "ωB97M-V/def2-TZVPD",
  "elements": ["C", "C", "H", "H", "H", "H", "H", "H", "C", "S", "H", "H", "H", "H"],
  "coordinates": [[-3.15581, -1.86675, -2.50316], [-2.03599, -2.62502, -1.81803], [-2.77726, -1.19648, -3.28654], [-3.87882, -2.45947, -3.06281], [-3.64710, -1.16009, -1.84068], [-1.52456, -3.34687, -2.41121], [-2.39010, -3.12185, -0.91829], [-1.22286, -1.92025, -1.65189], [3.04972, 2.94690, 3.19022], [4.38636, 2.12534, 2.27861], [2.97247, 2.44954, 4.15136], [2.06659, 2.89666, 2.71809], [3.22754, 4.01258, 3.29153], [4.92981, 3.26576, 1.86280]],
  "nbo_charge": [-0.61, -0.61, 0.20, 0.20, 0.20, 0.20, 0.20, 0.20, -0.74, -0.04, 0.22, 0.21, 0.22, 0.12],
  "relative_energy_kcal_mol": 10.50,
  "e_lumo_ev": 1.1,
  "total_energy_ha": -518.45507,
  "total_charge": 0,
  "homo_energy_ev": -9.0836,
  "orbital_gap_ha": 0.3724
}


[4]
{
  "formula": "C24H40Br8F12FeO8",
  "method": "ωB97M-V/def2-TZVPD",
  "elements": ["Fe", "C", "O", "O", "C", "F", "F", "F", "C", "C", "H", "H", "H", "H", "H", "H", "C", "O", "O", "C", "F", "F", "F", "C", "C", "H", "H", "H", "H", "H", "H", "C", "O", "O", "C", "F", "F", "F", "C", "C", "H", "H", "H", "H", "H", "H", "C", "O", "O", "C", "F", "F", "F", "C", "C", "H", "H", "H", "H", "H", "H", "Br", "C", "C", "Br", "H", "H", "H", "H", "Br", "C", "C", "Br", "H", "H", "H", "H", "Br", "C", "C", "Br", "H", "H", "H", "H", "Br", "C", "C", "Br", "H", "H", "H", "H"],
  "coordinates": [[1.41561, -0.96445, 0.33120], [2.16427, -2.02322, -2.25278], [2.31981, -0.74682, -1.56890], [1.25880, -2.53748, -1.27325], [1.51145, -1.83448, -3.64509], [0.79799, -0.64817, -3.65296], [2.42752, -1.72905, -4.64742], [0.61614, -2.78175, -3.97974], [3.49415, 0.13195, -1.89113], [3.22519, 1.51477, -1.35991], [3.66818, 1.65082, -0.37332], [3.67544, 2.23746, -2.04040], [2.16306, 1.75550, -1.40493], [3.60611, 0.22038, -2.97175], [4.43148, -0.25300, -1.48946], [3.10161, -2.57509, -2.18247], [-0.96945, -6.35483, 1.09931], [-1.26528, -5.21422, 0.17065], [0.44178, -6.18539, 1.24985], [-2.02443, -6.46610, 2.28985], [-1.69301, -7.02360, 3.44527], [-2.41548, -5.24331, 2.65616], [-3.10242, -7.08176, 1.76165], [-2.52020, -5.14874, -0.59915], [-2.06417, -4.97115, -2.08775], [-2.95627, -4.81222, -2.69356], [-1.46302, -4.07077, -2.21434], [-1.41140, -5.80752, -2.33768], [-3.26716, -4.37469, -0.42310], [-3.19340, -5.98290, -0.40145], [-1.06613, -7.33164, 0.62538], [1.59900, -2.31137, 2.75247], [2.57613, -1.42450, 2.10031], [0.85113, -2.74905, 1.59057], [1.93583, -3.40902, 3.88242], [2.75375, -4.38814, 3.35485], [2.68500, -2.77857, 4.77139], [0.86700, -3.92650, 4.50738], [3.43874, -0.72587, 2.98058], [4.09299, 0.31844, 2.06235], [4.33369, -0.06596, 1.07120], [3.37242, 1.10516, 1.83886], [5.07550, 0.70721, 2.32995], [4.33073, -1.19917, 3.39099], [2.82903, -0.13183, 3.66137], [0.82387, -1.70729, 3.22402], [-0.42884, 1.17800, 0.54321], [-0.71939, -0.03158, -0.14822], [0.88385, 0.95427, 0.93463], [-0.85324, 2.46177, -0.27553], [-2.07329, 2.99573, 0.11666], [-0.06306, 3.52439, -0.12034], [-0.87419, 2.25426, -1.56725], [-2.02927, -0.41006, -0.50226], [-2.17968, -1.14363, -1.86355], [-1.61930, -0.70334, -2.68830], [-1.78595, -2.14381, -1.68265], [-3.23586, -1.16339, -2.13224], [-2.73400, 0.42146, -0.49917], [-2.28420, -1.06049, 0.33444], [-1.10927, 1.17881, 1.39477], [-2.12478, 7.33770, -0.01257], [-1.51739, 6.26004, -1.59321], [-2.75540, 5.37868, -1.94611], [-2.66946, 4.24828, -3.58773], [-0.64292, 5.61066, -1.55194], [-1.41835, 6.96399, -2.41950], [-3.61658, 6.02793, -2.10403], [-2.91061, 4.72436, -1.08828], [-0.29951, 4.70685, 4.04794], [1.13977, 5.36287, 2.82495], [2.01402, 4.15363, 2.49669], [3.35429, 4.46278, 1.08798], [1.60899, 6.26824, 3.20995], [0.65243, 5.79367, 1.95030], [1.43314, 3.33717, 2.06768], [2.58375, 3.77744, 3.34639], [0.79964, 4.00951, -3.98899], [-0.06513, 2.34189, -4.65392], [-0.01390, 2.04682, -6.17504], [1.82722, 2.10329, -6.85695], [-1.04782, 2.19158, -4.20691], [0.56123, 1.51067, -4.33012], [-0.70796, 2.65679, -6.75325], [-0.34777, 1.02983, -6.38088], [-1.34273, 0.04384, 3.99004], [-2.81923, 1.36383, 4.34284], [-4.14721, 0.60706, 4.21451], [-4.20421, -0.18686, 2.46735], [-2.75022, 2.07376, 3.51862], [-2.67921, 1.81117, 5.32691], [-5.03459, 1.22831, 4.33580], [-4.22536, -0.22031, 4.91980]],
  "lowdin_charge": [0.95, -0.33, -0.22, -0.23, -0.49, 0.08, 0.11, 0.14, -0.19, -0.09, 0.03, 0.07, 0.07, 0.11, 0.11, 0.15, -0.23, -0.09, 0.14, -0.56, 0.16, 0.15, 0.12, -0.22, -0.06, 0.07, 0.05, 0.07, 0.10, 0.10, 0.16, -0.32, -0.16, -0.25, -0.53, 0.10, 0.13, 0.15, -0.24, -0.08, 0.06, 0.05, 0.08, 0.12, 0.13, 0.08, -0.38, -0.14, -0.22, -0.52, 0.08, 0.12, 0.13, -0.25, -0.03, 0.06, 0.05, 0.07, 0.10, 0.09, 0.09, 0.59, -0.60, -0.67, 0.63, 0.04, 0.05, 0.03, 0.02, 0.57, -0.63, -0.69, 0.61, 0.06, 0.04, 0.01, 0.05, 0.56, -0.68, -0.65, 0.58, -0.01, 0.02, 0.05, 0.05, 0.63, -0.61, -0.71, 0.65, 0.03, 0.06, 0.05, 0.05],
  "e_lumo_ev": [1.9, 0.7],
  "total_energy_ha": -24594.49979,
  "total_charge": -1,
  "multiplicity": 6,
  "homo_energy_ev": [-5.0835, -4.9203],
  "orbital_gap_ha": [0.2552, 0.2051]
}